No. 1
# C13H24I2NO5Sb

A molecular structure, C13H24I2NO5Sb (wB97M-V/def2-TZVPD, OMol25).

**Relative energy (zero: lowest compared OMol25 entry of this formula, charge and spin)**: 3.318 eV
**Total charge**: -2
**HOMO energy**: -0.33 eV
**DFT total energy**: -48330.3818 eV
**LUMO**: 0.1523 Ha
**Gap between HOMO and LUMO**: 4.5 eV

Last column: Mulliken charge in e.
Element x y z (Å)
C -3.475 1.868 -4.288  -0.998
C -2.460 1.589 -3.064  0.620
O -1.936 0.453 -3.046  -0.496
O -2.220 2.606 -2.114  -0.377
C -0.978 2.329 -1.368  0.479
O 0.046 2.887 -1.775  -0.486
C -1.105 1.311 -0.165  -0.304
Sb 0.418 1.514 1.446  1.361
C 1.527 -0.294 0.793  -0.576
C 2.411 -0.096 -0.528  -0.695
C 1.646 -0.383 -1.908  0.181
C 1.494 -1.943 -2.266  -0.856
C 0.276 -2.652 -1.508  0.229
N -0.521 -3.602 -2.359  -0.825
C 1.906 1.873 3.076  0.137
O 1.637 2.632 4.090  -0.690
O 3.200 1.330 3.064  -0.736
C -0.908 0.285 2.747  -1.230
I -2.703 1.467 3.299  -0.072
C -0.239 -0.196 4.124  -0.323
C 0.895 -1.323 3.951  -0.743
I -1.867 -1.196 5.279  -0.102
H -3.457 2.992 -4.461  0.286
H -3.152 1.349 -5.242  0.285
H -4.536 1.539 -4.048  0.257
H -2.176 1.418 0.247  0.318
H -1.038 0.226 -0.547  -0.138
H -0.440 2.944 2.046  -0.173
H 1.461 2.503 0.408  -0.186
H 0.755 -1.144 0.720  0.022
H 2.253 -0.617 1.626  0.256
H 2.801 0.982 -0.553  0.245
H 3.334 -0.783 -0.464  0.361
H 2.264 0.128 -2.733  0.323
H 0.606 0.080 -1.970  -0.381
H 2.473 -2.530 -2.103  0.225
H 1.283 -2.029 -3.397  0.341
H -0.424 -1.858 -1.090  -0.049
H 0.719 -3.200 -0.598  0.257
H -1.468 -3.177 -2.403  0.292
H -0.673 -4.433 -1.755  0.289
H -1.193 -0.654 2.147  0.490
H 0.072 0.684 4.773  0.485
H 0.865 -1.866 2.954  0.108
H 0.701 -2.127 4.754  0.419
H 1.926 -0.888 4.209  0.169

---

No. 2
# C13H24IN3O4S

A single C13H24IN3O4S molecule (wB97M-V/def2-TZVPD, OMol25).

**HOMO energy**: -9.36 eV
**DFT total energy**: -45456.3301 eV
**LUMO**: -0.0051 Ha
**Gap between HOMO and LUMO**: 9.2 eV
**SMILES**: [H]/N=C(/N)NCCCC[C@@]1(CC=C)OS(=O)(=O)O[C@H]1[C@@H](I)CC

Last column: Mulliken charge in e.
Element x y z (Å)
H -1.792 -3.189 1.383  0.303
N -2.003 -2.335 1.957  -0.602
C -2.907 -1.531 1.262  0.167
N -3.358 -0.255 1.938  -0.570
N -3.356 -2.044 -0.091  -0.367
C -2.789 -1.216 -1.239  -0.188
C -1.509 -1.910 -2.002  -0.857
C -0.119 -1.932 -1.120  -0.247
C 0.114 -0.480 -0.394  -0.255
C 1.682 -0.044 -0.194  0.957
C 2.637 -0.839 0.875  -0.833
C 2.730 -2.461 0.657  -0.248
C 1.842 -3.348 1.498  -0.745
O 2.437 -0.101 -1.490  -0.399
S 2.991 1.450 -1.973  1.070
O 4.518 1.195 -2.165  -0.544
O 2.211 2.135 -3.156  -0.537
O 2.589 2.333 -0.551  -0.382
C 1.761 1.507 0.369  -0.395
C 0.422 2.213 0.997  -0.615
I 1.089 3.627 2.590  0.058
C -0.454 3.002 -0.186  0.127
C -0.459 4.634 -0.015  -1.305
H -2.887 0.602 1.526  0.223
H -3.014 -0.259 2.941  0.371
H -4.403 -1.894 -0.154  0.334
H -3.662 -1.163 -2.050  0.395
H -2.599 -0.079 -0.932  0.052
H -1.818 -3.017 -2.294  0.371
H -1.244 -1.384 -3.040  0.307
H 0.789 -2.263 -1.817  0.350
H -0.229 -2.824 -0.333  -0.006
H -0.357 -0.536 0.700  0.040
H -0.418 0.340 -1.069  0.125
H 3.743 -0.419 0.714  0.377
H 2.354 -0.622 1.993  0.427
H 3.419 -2.979 -0.140  0.316
H 1.338 -2.987 2.515  0.226
H 1.665 -4.470 1.133  0.252
H 2.482 1.458 1.318  0.434
H -0.321 1.487 1.537  0.467
H -1.577 2.618 -0.130  0.102
H -0.057 2.769 -1.263  0.233
H -1.022 5.077 -0.969  0.353
H 0.624 5.128 -0.050  0.315
H -1.082 5.006 0.913  0.339

---

No. 3
# C13H24LiN6S

A molecular structure, C13H24LiN6S (wB97M-V/def2-TZVPD, OMol25).

**Relative energy (zero: lowest compared OMol25 entry of this formula, charge and spin)**: 0.000 eV
**Total charge**: +1
**HOMO energy**: -11.15 eV
**DFT total energy**: -33849.6157 eV
**LUMO**: -0.0831 Ha
**Gap between HOMO and LUMO**: 8.9 eV

Last column: Mulliken charge in e.
Element x y z (Å)
Li 0.012 0.236 0.295  0.887
N -1.298 1.881 0.440  -0.461
C -0.793 2.570 1.637  -0.605
C -0.697 1.578 2.791  -1.007
N 0.039 0.355 2.442  0.616
C -0.667 -0.852 2.891  -0.800
C -1.807 -1.206 1.946  -0.786
N -1.260 -1.402 0.595  -0.477
C 1.445 0.390 2.865  -0.890
C 2.346 0.995 1.796  -0.622
N 2.113 0.280 0.533  -0.485
H -1.354 2.528 -0.340  0.261
H -2.255 1.586 0.614  0.164
H -1.426 3.405 1.954  0.462
H 0.191 2.983 1.409  0.200
H -1.715 1.306 3.080  0.411
H -0.247 2.078 3.656  0.345
H -1.045 -0.753 3.917  0.311
H 0.037 -1.686 2.884  0.444
H -2.538 -0.397 1.915  0.315
H -2.322 -2.091 2.332  0.509
H -2.008 -1.484 -0.085  0.217
H -0.771 -2.292 0.566  0.214
H 1.783 -0.635 3.035  0.419
H 1.574 0.931 3.810  0.289
H 3.383 0.945 2.143  0.470
H 2.105 2.049 1.650  0.270
H 2.429 -0.681 0.638  0.195
H 2.681 0.669 -0.211  0.203
N 0.395 2.537 -2.136  -0.407
C 0.248 1.263 -2.607  0.294
N 0.333 0.201 -1.871  0.049
C 0.164 -0.942 -2.643  -0.492
C 0.283 -2.255 -2.197  0.041
C 0.089 -3.294 -3.089  -0.852
C -0.218 -3.045 -4.426  -0.487
C -0.313 -1.748 -4.896  -0.489
C -0.113 -0.710 -3.999  0.533
S -0.122 1.006 -4.302  -0.272
H 0.884 2.624 -1.260  0.157
H 0.583 3.260 -2.809  0.266
H 0.563 -2.443 -1.169  0.395
H 0.186 -4.318 -2.751  0.395
H -0.371 -3.872 -5.106  0.392
H -0.525 -1.547 -5.938  0.408

---

No. 4
# C13H24NO

2 unconnected molecules or ions with the total composition C13H24NO (wB97M-V/def2-TZVPD, OMol25).

**Relative energy (zero: lowest compared OMol25 entry of this formula, charge and spin)**: 0.000 eV
**Total charge**: +1
**HOMO energy**: -11.98 eV
**DFT total energy**: -17399.8087 eV
**LUMO**: -0.1067 Ha
**Gap between HOMO and LUMO**: 9.1 eV

Last column: Mulliken charge in e.
Element x y z (Å)
C -3.581 0.343 -1.043  -1.236
C -3.138 -0.967 -0.395  -0.487
C -1.780 -0.796 0.246  -0.227
O -1.618 -1.816 1.259  -0.323
N -0.273 -2.081 1.500  -0.007
C 0.582 -0.937 1.953  0.423
C -0.052 -0.267 3.154  -1.492
C 1.948 -1.542 2.304  -0.527
C 2.775 -1.927 1.054  -1.282
H -2.992 0.542 -1.933  0.316
H -4.613 0.244 -1.357  0.393
H -3.485 1.168 -0.345  0.365
H -3.069 -1.721 -1.175  0.286
H -3.860 -1.330 0.330  0.369
H -1.003 -0.856 -0.516  0.335
H -1.729 0.181 0.721  0.265
H -0.266 -2.775 2.254  0.427
H 0.163 -2.531 0.685  0.419
H 0.759 -0.260 1.126  -0.093
H -1.109 -0.077 3.018  0.401
H 0.079 -0.907 4.023  0.389
H 0.463 0.662 3.358  0.398
H 1.815 -2.417 2.936  0.358
H 2.472 -0.771 2.852  0.433
H 2.209 -1.817 0.128  0.399
H 3.644 -1.293 0.946  0.338
H 3.082 -2.965 1.109  0.310
C 2.284 1.890 -2.877  -0.476
C 1.970 1.560 -1.566  -0.440
C 0.735 1.914 -1.040  -0.244
C -0.190 2.591 -1.823  -0.433
C 0.124 2.919 -3.134  -0.510
C 1.361 2.570 -3.660  -0.392
H 3.248 1.621 -3.288  0.382
H 2.693 1.033 -0.954  0.420
H 0.493 1.668 -0.011  0.532
H -1.153 2.868 -1.411  0.452
H -0.593 3.449 -3.746  0.377
H 1.607 2.831 -4.680  0.381

---

No. 5
# C13H24O7P2PdSbSeTe

A molecular structure, C13H24O7P2PdSbSeTe (wB97M-V/def2-TZVPD, OMol25).

**Relative energy (zero: lowest compared OMol25 entry of this formula, charge and spin)**: 0.000 eV
**Total charge**: +1
**HOMO energy**: -11.48 eV
**DFT total energy**: -129438.3384 eV
**LUMO**: -0.1267 Ha
**Gap between HOMO and LUMO**: 8.0 eV

Last column: Mulliken charge in e.
Element x y z (Å)
Pd -0.471 -0.133 -0.368  0.240
C 2.621 -4.007 0.661  -1.911
C 1.758 -2.798 1.032  1.476
O 1.739 -2.612 2.455  -0.732
P 0.006 -3.132 0.689  0.701
O -0.138 -3.949 -0.652  -0.562
O -0.413 -4.159 1.809  -0.542
O -0.886 -1.940 0.622  -0.677
P 2.479 -1.252 0.321  0.842
O 2.668 -1.577 -1.236  -0.605
O 3.748 -1.045 1.048  -0.840
O 1.444 -0.133 0.402  -0.200
H 2.273 -4.896 1.189  0.381
H 3.648 -3.810 0.969  0.420
H 2.612 -4.191 -0.414  0.439
H 2.564 -2.159 2.695  0.444
H 0.190 -4.858 -0.634  0.337
H -0.048 -3.929 2.678  0.388
H 3.578 -1.822 -1.446  0.349
C -2.710 0.351 -3.266  -0.879
Te -2.858 0.064 -1.153  0.259
C -3.333 -1.957 -1.641  -0.667
C -3.758 -1.924 -3.088  0.475
C -4.438 -3.000 -3.650  -0.775
C -4.806 -2.973 -4.984  -0.563
C -4.501 -1.866 -5.767  -0.558
C -3.830 -0.790 -5.211  -0.754
C -3.455 -0.814 -3.871  0.463
H -1.656 0.363 -3.537  0.428
H -3.156 1.310 -3.522  0.558
H -4.124 -2.294 -0.976  0.593
H -2.445 -2.563 -1.472  0.166
H -4.684 -3.858 -3.037  0.447
H -5.340 -3.810 -5.413  0.406
H -4.796 -1.838 -6.807  0.406
H -3.600 0.077 -5.818  0.439
Se -0.029 1.923 -1.473  -0.230
C 0.880 2.316 2.199  -1.046
Sb 1.580 2.684 0.253  1.028
C 1.527 4.781 0.029  -1.193
C 3.604 2.173 0.014  -1.217
H 1.469 2.898 2.906  0.443
H 0.965 1.253 2.402  0.185
H -0.162 2.631 2.231  0.349
H 2.172 5.244 0.774  0.413
H 0.502 5.121 0.163  0.347
H 1.871 5.050 -0.968  0.360
H 4.192 3.011 0.385  0.445
H 3.795 2.030 -1.047  0.376
H 3.826 1.265 0.570  0.349